55
Properties=species:S:1:pos:R:3:forces:R:3:mulliken_charge:R:1 method="wB97M-V/def2-TZVPD" total_energy_ha=-1264.66430 total_charge=0 homo_ev=-8.618 de_lowest_kj_mol=150.5
C -2.5311 1.6859 -1.2131 -0.18 -0.08 0.16 -0.585
C -3.7013 0.7977 -0.8082 0.24 -0.29 -0.21 -0.552
C -3.5898 -0.6317 -1.3468 -0.56 0.43 0.04 -0.504
O -2.5695 -1.3686 -0.7003 0.30 -0.17 0.14 -0.427
C -1.2739 -1.2978 -1.1290 0.54 -0.11 -0.01 0.291
C -0.8822 -1.1203 -2.4506 -0.39 -0.01 0.02 -0.700
C 0.4590 -1.1499 -2.7898 0.10 -0.05 0.04 -0.595
C 1.4230 -1.3563 -1.8212 0.12 -0.02 -0.11 -1.159
C 1.0384 -1.5370 -0.5036 -0.11 0.04 -0.06 -0.204
C -0.2966 -1.5044 -0.1434 -0.32 0.08 -0.06 0.854
C -0.7634 -1.7143 1.2874 0.03 0.23 -0.05 0.813
N -1.3116 -3.0532 1.4409 -0.32 0.28 -0.04 -0.105
C -0.6464 -4.1158 1.9277 -0.04 -0.12 0.15 0.181
O -1.0225 -5.2642 1.8481 -0.05 -0.36 -0.06 -0.692
N 0.5176 -3.7943 2.6225 0.24 -0.11 0.06 -0.085
C 0.9414 -2.5198 2.8973 -0.09 0.55 -0.08 1.163
C 2.0616 -2.4419 3.8795 0.06 0.17 0.03 -1.762
C 0.3389 -1.4692 2.2895 -0.32 -0.38 -0.07 -1.020
C 0.7340 -0.0761 2.4722 0.30 0.10 0.36 0.351
O 1.6548 0.3380 3.1461 -0.06 0.16 -0.12 -0.729
O -0.0708 0.7525 1.7713 -0.16 -0.38 -0.08 -0.076
C 0.2616 2.1300 1.8070 0.56 0.54 -0.05 -1.116
C 1.3654 2.4739 0.8079 -0.16 -0.06 0.29 -0.405
O 0.8084 2.5238 -0.4824 -0.19 -0.03 -0.03 -0.222
C 1.7390 2.4411 -1.5490 0.17 0.08 -0.40 0.918
C 2.6911 3.6391 -1.5926 -0.24 -0.34 0.20 -1.588
C 0.9157 2.3573 -2.8291 0.15 -0.10 0.46 -1.170
H -2.6938 2.7008 -0.8586 0.06 0.14 0.01 0.470
H -1.5956 1.3303 -0.7888 0.13 0.03 -0.01 -0.191
H -2.4315 1.7180 -2.2963 0.08 0.03 -0.13 0.266
H -3.7670 0.7518 0.2806 -0.12 -0.03 0.03 0.251
H -4.6344 1.2213 -1.1864 -0.07 -0.03 0.04 0.434
H -3.4572 -0.6174 -2.4325 0.00 -0.07 0.06 0.284
H -4.5097 -1.1806 -1.1209 0.12 0.06 -0.12 0.325
H -1.6150 -0.9673 -3.2279 -0.07 0.01 -0.04 0.287
H 0.7469 -1.0160 -3.8221 0.01 0.02 -0.09 0.409
H 2.4681 -1.3819 -2.0898 0.10 -0.01 -0.03 0.412
H 1.7872 -1.6971 0.2584 0.07 -0.01 0.09 0.441
H -1.5865 -1.0113 1.4696 0.26 -0.19 -0.01 0.317
H -2.1265 -3.2508 0.8792 0.07 -0.17 0.08 0.276
H 0.9716 -4.5708 3.0821 -0.16 0.07 -0.11 0.257
H 2.9078 -3.0267 3.5203 0.06 -0.08 -0.03 0.411
H 1.7430 -2.8588 4.8343 -0.03 -0.08 0.06 0.410
H 2.3704 -1.4124 4.0226 0.03 -0.11 0.02 0.357
H -0.6513 2.6625 1.5384 0.06 -0.02 0.05 0.414
H 0.5889 2.3982 2.8168 -0.12 0.01 -0.18 0.501
H 2.1545 1.7105 0.8613 -0.02 0.10 0.03 0.492
H 1.7985 3.4455 1.0867 0.00 -0.11 0.00 0.279
H 2.3304 1.5155 -1.4315 -0.11 0.11 0.01 0.116
H 3.3058 3.5832 -2.4867 0.10 0.01 -0.08 0.452
H 3.3469 3.6533 -0.7257 0.11 0.06 0.06 0.400
H 2.1181 4.5631 -1.6155 -0.06 0.13 -0.02 0.321
H 1.5698 2.2459 -3.6891 0.06 -0.01 -0.13 0.424
H 0.2456 1.5051 -2.7758 -0.08 -0.06 -0.04 -0.074
H 0.3242 3.2617 -2.9408 -0.07 0.15 -0.06 0.386

55
Properties=species:S:1:pos:R:3:forces:R:3:mulliken_charge:R:1 method="wB97M-V/def2-TZVPD" total_energy_ha=-1223.64448 total_charge=0 homo_ev=-8.086 de_lowest_kj_mol=301.1
C -5.1148 -2.0804 -2.3562 -0.02 0.22 0.35 -1.065
C -5.8336 -1.2413 -1.3097 -0.24 -0.02 -0.57 -0.254
O -5.0095 -1.0151 -0.1655 0.23 0.00 0.33 -0.386
C -4.1215 -0.0052 -0.2512 -0.20 0.05 -0.30 0.462
O -4.0111 0.7151 -1.2132 0.00 -0.11 0.14 -0.611
C -3.3386 0.0994 0.9758 0.51 0.33 0.46 -0.541
N -3.5481 -0.7062 2.0512 -0.05 0.14 -0.37 0.538
N -2.7439 -0.4205 3.0562 -0.03 -0.39 0.66 -1.152
C -1.9883 0.5843 2.6479 -0.27 -0.02 -0.34 -0.839
C -2.3128 0.9720 1.3377 -0.45 -0.35 -0.24 1.757
C -1.6385 2.0015 0.4873 -0.02 0.09 -0.15 -1.481
N -0.4506 1.5154 -0.1984 0.05 0.06 0.01 0.151
C -0.7170 0.4560 -1.1516 0.18 -0.04 -0.32 -0.185
C 0.5458 0.2290 -1.9888 -0.29 0.01 0.02 -1.537
N 1.7179 -0.0799 -1.1938 0.03 -0.23 -0.05 0.224
C 1.7842 -1.4527 -0.7223 -0.10 0.01 -0.02 -0.578
C 3.1738 -1.7781 -0.2405 -0.01 -0.10 0.07 0.291
C 3.3815 -2.4720 0.9429 -0.08 0.03 -0.08 -0.311
C 4.6654 -2.7715 1.3662 0.09 -0.07 0.08 -0.657
C 5.7551 -2.3729 0.6126 0.08 -0.05 0.09 -0.370
C 5.5558 -1.6756 -0.5681 0.05 0.01 -0.06 -0.728
C 4.2736 -1.3833 -0.9931 -0.02 -0.03 0.01 -0.152
C 1.9125 0.9063 -0.1387 0.07 0.39 0.10 0.381
C 2.4096 2.2235 -0.7485 0.25 0.01 0.31 -1.277
C 3.2599 3.0344 0.2289 -0.31 -0.35 0.03 -0.507
O 3.7390 4.2308 -0.3390 0.06 0.43 -0.22 -0.539
C 0.6324 1.1322 0.6856 0.24 -0.15 -0.06 -1.170
H -5.7882 -2.2830 -3.1838 -0.06 -0.04 -0.11 0.368
H -4.2477 -1.5423 -2.7316 0.04 0.01 -0.07 0.295
H -4.7873 -3.0237 -1.9250 0.01 -0.10 -0.01 0.301
H -6.1223 -0.2740 -1.7335 -0.03 -0.17 0.12 0.304
H -6.7150 -1.7581 -0.9247 0.10 0.11 -0.03 0.315
H -4.2329 -1.4426 2.1236 0.10 0.09 0.04 0.239
H -1.2486 1.0035 3.3003 0.17 0.08 0.17 0.565
H -2.3361 2.3485 -0.2783 0.06 0.09 0.14 0.577
H -1.3354 2.8489 1.1095 -0.08 -0.01 -0.05 0.522
H -1.0069 -0.4869 -0.6512 -0.04 0.04 -0.01 0.208
H -1.5418 0.7642 -1.7961 0.00 -0.06 0.00 0.539
H 0.7587 1.1423 -2.5494 -0.10 -0.01 -0.07 0.354
H 0.3797 -0.5803 -2.7031 0.03 0.03 -0.02 0.528
H 1.0577 -1.6806 0.0757 0.06 -0.07 -0.08 0.234
H 1.5495 -2.0997 -1.5751 -0.08 0.03 0.08 0.458
H 2.5338 -2.7817 1.5389 -0.10 0.00 0.05 0.365
H 4.8138 -3.3136 2.2889 0.02 -0.04 0.07 0.378
H 6.7568 -2.6028 0.9450 0.08 -0.01 0.03 0.384
H 6.4039 -1.3607 -1.1584 0.07 0.02 -0.05 0.390
H 4.1063 -0.8355 -1.9075 -0.01 0.09 -0.10 0.389
H 2.6916 0.5160 0.5257 -0.07 0.04 -0.02 0.476
H 1.5490 2.8190 -1.0614 0.02 0.06 -0.07 0.507
H 3.0145 1.9943 -1.6270 -0.01 0.02 -0.03 0.192
H 4.1513 2.4703 0.5141 -0.09 -0.02 0.04 0.324
H 2.6843 3.2536 1.1408 0.09 -0.10 -0.01 0.256
H 2.9868 4.7319 -0.6742 0.08 -0.04 0.03 0.329
H 0.3987 0.2139 1.2538 -0.01 0.08 0.01 0.294
H 0.8008 1.9358 1.4053 0.01 0.01 0.07 0.446

53
Properties=species:S:1:pos:R:3:forces:R:3:mulliken_charge:R:1 method="wB97M-V/def2-TZVPD" total_energy_ha=-1575.00176 total_charge=-1 homo_ev=-2.519 de_lowest_kj_mol=236.1
O -0.4643 0.8623 -2.2185 0.04 0.69 -2.29 -0.183
C -0.3204 2.2877 -2.4692 0.48 0.37 0.45 -0.384
C -0.5528 2.1966 -3.9825 -0.04 -0.08 0.95 -0.796
H 0.7055 2.6237 -2.1881 -0.67 -0.12 -0.09 0.156
H -1.0714 2.8848 -1.9142 0.43 -0.18 -0.33 0.209
C -0.4937 0.6557 -3.7296 -0.07 0.20 -0.39 1.510
H 0.2627 2.6733 -4.5590 -0.57 -0.55 0.02 0.272
H -1.5440 2.5648 -4.2794 0.34 -0.10 -0.08 0.339
C 0.7609 0.1033 -4.3946 0.30 -0.37 0.21 -1.701
H 1.6556 0.5927 -3.9972 -0.12 -0.13 -0.08 0.299
H 0.7066 0.3065 -5.4786 -0.16 0.12 0.38 0.472
H 0.8913 -0.9793 -4.2790 -0.08 0.33 0.17 0.346
C -1.7186 -0.1333 -4.1577 -0.13 0.18 -0.19 -1.624
H -2.6357 0.3929 -3.8410 0.27 -0.41 0.00 0.353
H -1.7051 -1.1791 -3.7860 0.01 0.68 -0.10 0.310
H -1.7074 -0.1526 -5.2666 -0.11 -0.11 0.51 0.404
Pb -1.6966 2.0811 0.4641 -0.91 -1.04 0.83 0.776
C -2.2985 -0.0184 3.7569 -0.40 0.39 -0.11 -0.195
C -2.9000 1.2618 3.7054 -0.15 -0.55 -0.46 -0.798
C -3.4919 1.4150 2.4177 0.61 0.30 -0.06 -0.578
H -2.9113 2.0091 4.5007 0.07 -0.33 -0.34 0.357
C -3.2373 0.1895 1.6758 0.80 0.41 0.13 -0.921
C -2.4711 -0.6624 2.5128 -0.24 0.32 0.24 -0.383
H -2.1202 -1.6617 2.2609 0.02 0.33 0.10 0.421
H -1.7898 -0.4454 4.6163 0.05 0.20 -0.38 0.458
H -4.1432 2.2269 2.1004 -0.13 -0.20 0.16 0.615
H -3.7155 -0.1041 0.7551 -0.08 -0.04 -0.15 0.612
C 0.8056 -1.5300 4.3157 0.39 -0.44 -0.86 -0.581
C 0.3454 -2.7649 3.7694 0.67 0.53 -0.74 -0.776
C 1.1576 -3.0779 2.6213 0.40 0.49 0.85 -0.605
H -0.4751 -3.3623 4.1585 0.02 0.10 -0.14 0.431
C 2.1881 -2.0879 2.5287 -0.96 0.29 0.91 -0.696
C 1.9231 -1.0858 3.5417 -0.27 -1.11 -0.29 -0.524
H 2.4324 -0.1302 3.6792 0.04 -0.36 0.00 0.401
H 0.3556 -1.0016 5.1597 0.23 -0.14 -0.29 0.549
H 1.0400 -3.9162 1.9242 0.07 0.15 0.47 0.346
H 3.0369 -2.1315 1.8361 -0.40 0.17 0.20 0.732
O 2.0916 -1.2021 -2.2366 -0.35 1.11 1.79 -0.434
C 1.2105 -1.7307 -1.2095 0.27 -1.07 0.18 -0.790
C 0.9925 -0.7030 -0.1000 -0.13 0.29 -0.33 1.867
H 1.7565 -2.5973 -0.7668 -0.44 0.37 -0.08 0.391
H 0.2782 -2.1344 -1.6450 0.40 0.39 -0.12 0.286
C 2.3026 0.1015 -0.1098 0.56 -1.04 0.61 -0.311
H 0.8538 -1.2533 0.8344 -0.10 0.32 0.10 -0.361
H 0.1421 -0.0282 -0.3106 0.27 -0.54 0.07 -1.040
C 2.9002 -0.2439 -1.5041 0.76 0.62 -0.17 -0.563
H 2.9730 -0.3197 0.6972 -0.73 0.53 -0.84 0.188
H 2.1701 1.1792 0.1234 0.06 -0.67 -0.50 0.042
H 3.9187 -0.6395 -1.3974 -0.17 -0.21 0.05 0.340
H 3.0359 0.6795 -2.0802 -0.32 -0.15 -0.38 0.266
S 0.5453 3.2169 1.2920 -0.07 0.05 -0.16 -0.505
C 0.1831 2.6193 2.8136 -0.75 -1.16 2.47 0.462
N -0.1576 2.1530 3.8400 0.99 1.17 -1.90 -0.458